{
  "formula": "C4H9N2O",
  "method": "ωB97M-V/def2-TZVPD",
  "species": ["O", "N", "N", "C", "C", "C", "C", "H", "H", "H", "H", "H", "H", "H", "H", "H"],
  "positions_angstrom": [[0.21, -0.99, -2.28], [0.72, 1.51, -0.49], [-1.04, 0.70, 0.47], [-0.59, 1.79, -0.24], [0.09, -0.01, 0.95], [1.09, 0.38, 0.15], [-0.09, -1.20, 1.87], [-1.93, 0.39, 0.29], [1.98, -0.22, -0.02], [0.85, -1.83, 1.85], [0.26, -1.03, -3.25], [-0.57, -0.81, 2.81], [-0.45, -1.75, -2.32], [-0.90, -1.81, 1.50], [1.34, 2.09, -0.94], [-0.98, 2.78, -0.34]],
  "multiplicity": 1,
  "e_homo_ha": -0.511,
  "lumo_ha": -0.14387,
  "charge": 1,
  "e_above_lowest_kcal_mol": 41.05
}


{
  "formula": "C42H52N2O8P2PdS2",
  "method": "ωB97M-V/def2-TZVPD",
  "species": ["Pd", "S", "S", "P", "P", "O", "O", "O", "O", "O", "O", "O", "O", "N", "N", "C", "C", "C", "C", "C", "C", "C", "C", "C", "C", "C", "C", "C", "C", "C", "C", "C", "C", "C", "C", "C", "C", "C", "C", "C", "C", "C", "C", "C", "C", "C", "C", "C", "C", "C", "C", "C", "C", "C", "C", "C", "C", "H", "H", "H", "H", "H", "H", "H", "H", "H", "H", "H", "H", "H", "H", "H", "H", "H", "H", "H", "H", "H", "H", "H", "H", "H", "H", "H", "H", "H", "H", "H", "H", "H", "H", "H", "H", "H", "H", "H", "H", "H", "H", "H", "H", "H", "H", "H", "H", "H", "H", "H", "H"],
  "positions_angstrom": [[0.29, 1.00, -0.88], [-1.23, 1.76, -3.70], [9.06, 2.90, -0.67], [-0.18, 3.11, -0.72], [-3.72, -2.03, 1.52], [-2.40, -1.82, 0.86], [-3.95, -1.43, 2.88], [0.19, 2.00, -3.88], [-4.93, -1.62, 0.52], [-1.57, 0.74, -2.72], [-1.96, 1.60, -4.96], [-3.97, -3.63, 1.57], [9.69, 5.37, -0.23], [0.39, -0.01, 1.77], [0.06, -0.82, 4.07], [-1.34, 3.97, -1.89], [0.43, -1.98, 3.19], [-2.23, 3.66, 1.13], [3.50, 0.67, -0.79], [3.57, 5.72, -1.60], [-1.78, 5.26, -1.61], [-0.89, 0.48, 2.24], [-5.26, -0.27, 0.13], [0.45, -1.45, 1.74], [1.28, 4.23, -1.00], [4.83, 1.12, -0.76], [2.28, 0.45, -0.70], [-2.72, 5.91, -2.39], [-4.03, 0.61, -0.05], [1.46, 0.52, 2.58], [-3.24, 5.27, -3.50], [5.50, 1.37, 0.46], [3.34, 4.51, -2.23], [-0.52, 4.15, 3.25], [-2.74, 3.80, 2.41], [7.46, 2.16, -0.71], [-6.19, 0.30, 1.20], [2.64, 6.20, -0.68], [6.79, 1.88, 0.48], [-5.20, -4.31, 1.84], [1.51, 5.46, -0.39], [-0.85, 3.74, 0.88], [-5.98, -0.43, -1.20], [-1.23, -0.19, 3.59], [8.75, 4.65, -0.46], [1.17, 0.20, 4.07], [-0.01, 3.98, 1.97], [-4.77, -5.64, 2.46], [-2.80, 4.00, -3.82], [-1.84, 3.34, -3.05], [-5.93, -4.55, 0.52], [-6.09, -3.55, 2.82], [-1.89, 4.05, 3.49], [7.35, 5.16, -0.65], [6.82, 1.90, -1.92], [2.21, 3.76, -1.93], [5.54, 1.38, -1.95], [-4.28, -5.47, 3.41], [-0.09, -1.15, 5.02], [2.01, -0.23, 4.60], [-0.42, -1.81, 1.19], [-6.47, 1.33, 0.93], [-0.32, -2.76, 3.35], [-7.09, -0.30, 1.28], [-6.83, -5.15, 0.69], [-6.42, -2.61, 2.39], [-5.27, -5.09, -0.16], [-4.07, -6.15, 1.79], [0.79, 1.06, 4.61], [-6.97, -4.17, 3.05], [6.59, 4.52, -0.20], [0.16, 4.34, 4.08], [-2.90, 3.44, 0.31], [4.05, 4.13, -2.95], [2.03, 2.80, -2.40], [-3.80, 3.71, 2.57], [1.06, 4.02, 1.81], [1.36, -1.75, 1.22], [7.28, 2.08, 1.43], [-5.30, -0.83, -1.94], [5.05, 1.20, -2.89], [-2.29, 4.17, 4.49], [-3.54, 0.79, 0.91], [7.29, 6.17, -0.25], [-5.64, -6.29, 2.62], [2.40, 0.08, 2.24], [1.40, -2.33, 3.54], [7.34, 2.12, -2.85], [-3.30, 0.18, -0.74], [-1.98, -0.97, 3.47], [-1.38, 5.77, -0.74], [-6.20, -3.61, 0.07], [-1.65, 0.21, 1.51], [-1.55, 0.52, 4.36], [-4.35, 1.58, -0.45], [-6.83, -1.10, -1.09], [-3.16, 3.48, -4.70], [0.79, 5.86, 0.32], [-5.55, -3.33, 3.74], [7.13, 5.19, -1.72], [4.98, 1.18, 1.39], [-5.68, 0.30, 2.16], [1.53, 1.60, 2.43], [2.81, 7.15, -0.19], [-6.34, 0.54, -1.55], [-3.99, 5.76, -4.12], [-3.03, 6.92, -2.13], [-0.84, 1.57, 2.33], [4.46, 6.30, -1.83]],
  "multiplicity": 1,
  "e_homo_ha": -0.025,
  "lumo_ha": 0.11790,
  "charge": -2
}


{
  "formula": "C4H9NO2S",
  "method": "ωB97M-V/def2-TZVPD",
  "species": ["S", "O", "O", "N", "C", "C", "C", "C", "H", "H", "H", "H", "H", "H", "H", "H", "H"],
  "positions_angstrom": [[-1.86, 1.88, 0.05], [-2.01, -1.25, 1.25], [-3.22, -1.06, -0.75], [-0.06, -0.03, 0.25], [0.94, 1.01, 0.46], [-1.30, 0.22, -0.46], [0.63, -1.27, -0.11], [-2.32, -0.77, 0.00], [0.51, 1.85, 0.80], [-3.20, 1.53, 0.15], [-1.22, -0.95, 1.63], [1.36, -1.29, -0.94], [1.65, 1.43, -0.39], [-0.12, -1.93, -0.37], [1.70, 0.76, 1.19], [-1.14, 0.06, -1.50], [0.97, -1.78, 0.70]],
  "multiplicity": 1,
  "e_homo_ha": -0.346,
  "lumo_ha": 0.02253,
  "e_above_lowest_kcal_mol": 53.79
}


{
  "formula": "C10H10N2O3",
  "method": "ωB97M-V/def2-TZVPD",
  "species": ["O", "O", "O", "N", "N", "C", "C", "C", "C", "C", "C", "C", "C", "C", "C", "H", "H", "H", "H", "H", "H", "H", "H", "H", "H"],
  "positions_angstrom": [[-3.32, 2.11, -0.39], [0.13, 0.21, 1.68], [-5.21, 2.84, 0.69], [-1.03, 1.22, -0.14], [4.06, -1.55, -2.22], [2.87, -1.19, -1.72], [-0.37, 0.80, 0.81], [-4.48, 1.98, 0.37], [5.03, -0.99, -0.10], [-4.58, 0.46, 0.75], [5.11, -1.44, -1.41], [2.69, -0.73, -0.43], [3.79, -0.62, 0.39], [-2.44, 1.19, 0.26], [-3.24, -0.14, 0.19], [-2.74, -0.85, 0.86], [2.04, -1.29, -2.41], [6.06, -1.73, -1.84], [5.92, -0.92, 0.51], [1.71, -0.45, -0.07], [-2.51, 1.48, 1.33], [3.69, -0.27, 1.41], [-4.41, 0.39, 1.84], [-5.50, -0.05, 0.47], [-3.29, -0.48, -0.86]],
  "multiplicity": 1,
  "e_homo_ha": -0.361,
  "lumo_ha": 0.01440,
  "e_above_lowest_kcal_mol": 27.26
}


{
  "formula": "CH3NOS2",
  "method": "ωB97M-V/def2-TZVPD",
  "species": ["S", "S", "O", "N", "C", "H", "H", "H"],
  "positions_angstrom": [[1.11, 0.00, -0.22], [2.68, -1.18, -0.43], [1.41, 1.38, -0.05], [-0.27, -0.19, 0.89], [-1.41, -0.08, 0.51], [-2.20, -0.08, 1.28], [0.28, 0.05, -1.46], [-1.60, 0.10, -0.51]],
  "multiplicity": 1,
  "e_homo_ha": -0.362,
  "lumo_ha": -0.00956,
  "e_above_lowest_kcal_mol": 62.14
}


{
  "formula": "C32H34CoN6OS3",
  "method": "ωB97M-V/def2-TZVPD",
  "species": ["Co", "S", "S", "S", "O", "N", "N", "N", "N", "N", "N", "C", "C", "C", "C", "C", "C", "C", "C", "C", "C", "C", "C", "C", "C", "C", "C", "C", "C", "C", "C", "C", "C", "C", "C", "C", "C", "C", "C", "C", "C", "C", "C", "H", "H", "H", "H", "H", "H", "H", "H", "H", "H", "H", "H", "H", "H", "H", "H", "H", "H", "H", "H", "H", "H", "H", "H", "H", "H", "H", "H", "H", "H", "H", "H", "H", "H"],
  "positions_angstrom": [[-0.08, -0.04, -0.42], [-0.19, 0.95, -2.83], [-2.39, -0.36, -1.38], [1.20, 1.39, 2.82], [-0.81, 1.90, 0.03], [1.84, 0.63, 0.31], [0.26, -2.04, -0.20], [-1.76, 4.10, 2.49], [-5.37, 1.02, -3.30], [-2.13, 2.78, -5.52], [-0.95, 3.70, 1.43], [-0.84, -4.11, 2.75], [-4.22, 1.10, -3.38], [-0.95, -5.57, 3.15], [-1.29, -3.12, 3.60], [1.14, 6.53, -0.86], [-2.61, 3.03, 2.73], [-3.56, 3.08, 3.87], [-1.65, -0.67, 4.10], [-0.25, 4.66, 0.67], [-1.19, -1.78, 3.19], [1.04, -2.22, -2.48], [1.50, 5.19, -0.89], [4.09, 0.09, -0.37], [0.66, -3.01, -1.23], [-1.32, 2.45, 0.99], [0.82, 4.25, -0.13], [3.57, 0.38, 1.94], [4.48, 0.06, 0.97], [0.08, 6.93, -0.06], [-0.31, -3.80, 1.50], [-0.67, -1.48, 1.95], [-0.49, -3.93, -1.67], [-1.88, 0.68, -2.65], [-2.81, 1.27, -3.53], [-0.62, 6.00, 0.70], [1.94, -3.79, -0.83], [-0.21, -2.46, 1.01], [-2.41, 2.11, -4.62], [2.77, 0.36, -0.63], [-0.99, 4.60, 3.63], [-2.42, 2.05, 1.84], [2.23, 0.75, 1.61], [-2.95, 1.12, 1.73], [0.22, -1.59, -2.81], [1.67, 7.25, -1.47], [2.34, -4.31, -1.71], [-1.70, -3.37, 4.58], [4.77, -0.12, -1.18], [-4.31, 2.30, 3.76], [-0.42, 3.80, 4.11], [-0.57, -0.43, 1.71], [1.91, -1.58, -2.29], [2.31, 4.86, -1.53], [3.84, 0.40, 2.98], [0.04, -4.63, 0.91], [1.30, -2.92, -3.28], [-1.27, -5.66, 4.19], [5.49, -0.21, 1.24], [-0.84, -4.60, -0.88], [-1.63, -0.99, 5.15], [1.09, 3.20, -0.16], [-1.33, -3.30, -1.97], [-1.68, -6.09, 2.53], [1.79, -4.52, -0.05], [-4.07, 4.05, 3.91], [-0.31, 5.37, 3.28], [2.40, 0.39, -1.66], [-0.18, -4.54, -2.53], [-1.02, 0.21, 3.98], [2.69, -3.07, -0.49], [-1.47, 6.31, 1.30], [-0.22, 7.97, -0.04], [-2.69, -0.39, 3.86], [-1.68, 5.05, 4.35], [-3.05, 2.92, 4.82], [0.00, -6.08, 3.03]],
  "multiplicity": 4,
  "e_homo_ha": [-0.056, -0.056],
  "lumo_ha": [0.15059, 0.15058],
  "charge": -2,
  "e_above_lowest_kcal_mol": 6.79,
  "s2": 3.759
}


Computed max |F|, in the same sequence as the records: 0.0936 0.0117 0.1018 0.0492 0.1229 0.0184 Eh/bohr.